Density functional theory data (ωB97M-V/def2-TZVPD) for 13 unconnected molecules or ions with the total composition C32H55N9O6S2 in a non-equilibrium geometry.

As for the multiplicity: 2. Its total energy is -81437.785 eV. As for the total charge: -1. For the HOMO energy (alpha / beta), the calculation gives -0.47 / -4.91 eV. Its expectation value of S² is 0.75. As for the HOMO-LUMO gap (alpha / beta): 1.9 / 6.4 eV. For the max |F|, the calculation gives 4.8 eV/A.

Positions of all 104 atoms, in Å:
C -2.318 -1.899 4.432
C -1.613 -1.747 3.129
O -0.575 -1.093 2.943
C -2.167 -2.464 1.966
H -2.315 -2.940 4.755
H -3.320 -1.481 4.333
H -1.873 -1.355 5.265
H -1.427 -3.038 1.408
H -2.618 -1.857 1.181
H -2.966 -3.129 2.294
C -7.204 -0.112 0.618
C -6.693 -1.411 0.013
O -7.429 -2.117 -0.597
C -5.286 -1.831 0.327
H -8.201 0.099 0.232
H -6.503 0.608 0.196
H -7.239 -0.142 1.707
H -5.095 -1.482 1.341
H -4.544 -1.397 -0.344
H -5.282 -2.920 0.290
C 2.729 -1.117 3.789
C 3.310 -2.391 4.225
N 3.739 -3.382 4.596
H 2.952 -0.835 2.760
H 3.286 -0.388 4.378
H 1.663 -0.958 3.952
C -0.039 4.155 -2.941
C -0.074 5.429 -3.662
N -0.082 6.394 -4.262
H 0.523 4.201 -2.008
H 0.462 3.454 -3.609
H -1.081 3.842 -2.865
C 1.490 0.568 -4.538
C 2.190 1.863 -4.490
N 2.725 2.906 -4.460
H 2.170 -0.091 -5.079
H 0.627 0.727 -5.184
H 1.305 0.295 -3.499
C 5.380 0.302 1.174
C 5.124 -1.095 0.737
N 4.899 -2.202 0.397
H 4.462 0.887 1.215
H 6.060 0.761 0.456
H 5.876 0.175 2.136
C 3.276 -3.036 -2.870
C 3.707 -4.209 -3.576
N 4.000 -5.179 -4.162
H 2.700 -2.325 -3.462
H 4.192 -2.518 -2.587
H 2.619 -3.312 -2.045
C 2.126 -4.142 1.634
C 1.679 -4.940 0.510
N 1.340 -5.541 -0.404
H 2.212 -4.770 2.521
H 1.378 -3.368 1.806
H 3.100 -3.682 1.466
C 3.586 3.787 -1.384
C 4.572 3.634 -0.327
N 5.355 3.563 0.509
H 2.767 3.084 -1.230
H 4.045 3.585 -2.351
H 3.129 4.777 -1.377
C -3.031 0.353 -4.314
C -2.207 -0.892 -4.069
N -1.497 -1.765 -3.925
H -3.677 0.175 -5.173
H -2.402 1.236 -4.433
H -3.629 0.471 -3.410
C 6.547 1.140 -3.691
C 5.312 0.779 -2.850
N 4.369 0.484 -2.253
H 7.342 1.376 -2.983
H 6.352 1.970 -4.372
H 6.924 0.297 -4.269
C -3.904 1.097 2.153
C -2.876 2.224 2.505
C -2.685 2.147 3.997
S -4.234 1.735 4.777
O -4.889 2.943 5.308
O -3.869 0.655 5.682
C -5.035 1.172 3.177
H -3.371 0.148 2.216
H -4.429 1.184 1.202
H -3.163 3.205 2.127
H -1.970 2.093 1.914
H -2.219 3.014 4.466
H -1.913 1.395 4.158
H -5.757 1.922 2.856
H -5.603 0.260 3.360
C 1.484 0.659 -0.083
C 1.184 -0.907 -0.311
C -0.153 -1.010 -1.035
S -1.111 0.578 -0.803
O -2.336 0.381 -0.100
O -1.078 1.333 -2.084
C 0.163 1.305 0.269
H 1.849 1.146 -0.988
H 2.237 0.851 0.681
H 1.100 -1.314 0.697
H 2.118 -1.253 -0.752
H -0.797 -1.813 -0.676
H -0.012 -1.312 -2.072
H -0.079 0.955 1.273
H 0.133 2.379 0.451



Density functional theory data (ωB97M-V/def2-TZVPD) for C4H11N3 in the gas phase in a non-equilibrium geometry.

The SMILES is [H]/N=C/NCCCN. As for the multiplicity: 1. Its total energy is -8796.145 eV. As for the total charge: 0. For the HOMO energy, the calculation gives -8.68 eV. The value obtained for the energy above the lowest of the compared OMol25 structures with the same formula, charge and spin is 34.0 kcal per mole. As for the HOMO-LUMO gap: 9.7 eV. For the max |F|, the calculation gives 1.8 eV/A.

Positions of all 18 atoms, in Å:
C 1.060 -1.224 -0.177
C -0.110 -0.566 -0.918
C -1.206 0.052 -0.052
N -0.138 2.572 -0.715
C -0.112 2.185 0.514
N -0.671 1.014 0.906
N 0.578 -2.189 0.793
H 1.656 -0.429 0.274
H 1.652 -1.615 -1.016
H 0.242 0.226 -1.572
H -0.533 -1.287 -1.624
H -1.775 -0.719 0.452
H -1.834 0.670 -0.697
H -0.254 3.579 -0.749
H 0.347 2.748 1.332
H -0.286 0.602 1.745
H 1.375 -2.707 1.137
H 0.007 -2.912 0.367